The following is a DFT calculation (ωB97M-V/def2-TZVPD) of an isolated molecule of C19H18N2O.

Geometry (Å):
C 1.016 3.026 0.905
H 0.706 4.041 1.146
H 0.646 2.361 1.682
H 2.104 2.995 0.914
C 0.479 2.615 -0.464
C 0.989 1.223 -0.855
C 0.593 0.230 0.195
C 1.338 -0.777 0.666
C 2.722 -1.095 0.313
N 2.959 -2.351 -0.057
C 4.191 -2.699 -0.374
C 5.269 -1.827 -0.329
C 5.035 -0.525 0.087
C 3.744 -0.149 0.412
H 3.530 0.847 0.770
H 5.847 0.184 0.160
H 6.260 -2.159 -0.597
H 4.318 -3.731 -0.674
H 0.868 -1.467 1.357
C -0.793 0.377 0.709
O -1.178 -0.162 1.727
C -1.647 1.272 -0.115
C -2.882 0.930 -0.497
C -3.537 -0.353 -0.263
N -4.852 -0.292 -0.053
C -5.511 -1.410 0.172
C -4.915 -2.663 0.185
C -3.556 -2.737 -0.078
C -2.854 -1.570 -0.313
H -1.800 -1.597 -0.546
H -3.051 -3.692 -0.104
H -5.497 -3.550 0.381
H -6.573 -1.294 0.348
H -3.490 1.650 -1.030
C -1.057 2.608 -0.489
H -1.415 2.876 -1.486
H -1.436 3.366 0.203
H 0.528 0.931 -1.805
H 2.069 1.227 -1.001
H 0.836 3.341 -1.204

Output
ΔE to the lowest compared entry with this formula, charge and spin = 17.8 kcal per mole
SMILES = C[C@@H]1C/C(=C/c2ccccn2)C(=O)/C(=C/c2ccccn2)C1
gap between HOMO and LUMO = 8.4890 eV
E = -919.541667 Ha
HOMO = -8.74 eV



The following is a DFT calculation (ωB97M-V/def2-TZVPD) of an isolated molecule of C19H18N2O3.

Geometry (Å):
C -2.837 -2.152 -2.375
H -2.806 -1.613 -3.328
O -3.139 -1.294 -1.303
C -2.282 -0.279 -1.024
C -1.120 0.002 -1.724
C -0.291 1.046 -1.340
C -0.617 1.819 -0.240
C -1.814 1.579 0.440
C -2.646 0.542 0.070
O -3.818 0.223 0.679
C -4.263 1.043 1.733
H -3.573 1.017 2.583
H -4.396 2.080 1.407
H -5.225 0.633 2.037
H -2.059 2.228 1.266
C 0.221 2.949 0.240
O -0.255 3.991 0.649
N 1.581 2.792 0.205
C 2.344 1.665 -0.125
C 3.411 1.800 -0.985
C 4.156 0.685 -1.386
C 3.825 -0.569 -0.952
C 2.768 -0.741 -0.035
N 2.480 -1.990 0.379
C 1.545 -2.176 1.272
C 0.852 -1.101 1.876
C 1.104 0.174 1.457
C 2.049 0.394 0.432
H 0.608 1.014 1.920
H 0.142 -1.300 2.663
C 1.243 -3.584 1.673
H 0.191 -3.806 1.498
H 1.444 -3.724 2.734
H 1.859 -4.269 1.098
H 4.360 -1.445 -1.280
H 4.982 0.826 -2.067
H 3.659 2.777 -1.375
H 2.091 3.656 0.346
H 0.597 1.249 -1.918
H -0.841 -0.591 -2.580
H -3.645 -2.882 -2.402
H -1.885 -2.670 -2.220

Output
ΔE to the lowest compared entry with this formula, charge and spin = 46.4 kcal per mole
SMILES = COc1ccc(C(=O)Nc2cccc3nc(C)ccc23)cc1OC
gap between HOMO and LUMO = 8.4321 eV
E = -1070.065561 Ha
HOMO = -8.18 eV



The following is a DFT calculation (ωB97M-V/def2-TZVPD) of an isolated molecule of C19H18N2O3S in a non-equilibrium geometry.

Geometry (Å):
O 3.024 1.093 0.289
S 2.014 0.618 -0.610
O 2.367 -0.359 -1.602
N 1.289 1.951 -1.340
H 0.878 1.659 -2.215
C 2.114 3.142 -1.492
C 3.068 3.015 -2.649
C 4.239 2.280 -2.505
C 5.084 2.098 -3.585
C 4.770 2.648 -4.816
C 3.605 3.381 -4.967
C 2.756 3.559 -3.888
H 1.845 4.130 -4.008
H 3.355 3.812 -5.926
H 5.431 2.506 -5.659
H 5.991 1.525 -3.465
H 4.476 1.848 -1.545
H 2.658 3.244 -0.551
H 1.446 3.999 -1.622
C 0.625 0.013 0.333
C -0.124 -1.045 -0.145
C -1.216 -1.484 0.578
C -1.561 -0.861 1.782
C -0.787 0.207 2.249
C 0.303 0.641 1.522
H 0.924 1.453 1.863
H -1.046 0.687 3.179
C -2.704 -1.323 2.534
C -3.277 -0.925 3.715
N -4.354 -1.709 3.978
C -4.418 -2.548 2.985
C -5.415 -3.597 2.818
C -5.884 -3.958 1.429
C -5.013 -4.904 2.180
H -3.985 -5.008 1.868
H -5.447 -5.807 2.579
H -5.452 -3.413 0.604
H -6.928 -4.198 1.303
H -6.130 -3.613 3.628
O -3.448 -2.370 2.072
H -2.994 -0.140 4.385
H -1.811 -2.311 0.223
H 0.170 -1.514 -1.070

Output
ΔE to the lowest compared entry with this formula, charge and spin = 47.7 kcal per mole
SMILES = O=S(=O)(NCc1ccccc1)c1ccc(-c2cnc(C3CC3)o2)cc1
gap between HOMO and LUMO = 8.4032 eV
E = -1468.206577 Ha
HOMO = -8.29 eV



The following is a DFT calculation (ωB97M-V/def2-TZVPD) of an isolated molecule of C19H18N2O4.

Geometry (Å):
C -2.128 -2.263 -2.363
O -2.087 -1.192 -1.450
C -3.066 -1.121 -0.485
C -4.033 -2.088 -0.272
C -4.974 -1.922 0.735
C -4.953 -0.794 1.529
C -3.991 0.182 1.326
C -3.045 0.032 0.324
N -2.052 0.978 0.055
C -1.844 2.182 0.632
O -2.491 2.669 1.531
C -0.670 2.948 0.013
H -1.072 3.824 -0.510
H -0.009 3.303 0.811
O 0.065 2.149 -0.904
C 1.411 2.212 -0.856
O 2.020 2.966 -0.151
C 2.007 1.155 -1.757
C 2.179 -0.065 -0.902
C 1.242 -1.023 -0.639
N 1.757 -1.957 0.216
C 3.039 -1.612 0.535
C 3.965 -2.238 1.360
C 5.201 -1.643 1.495
C 5.512 -0.453 0.831
C 4.600 0.172 0.011
C 3.343 -0.410 -0.149
H 4.844 1.096 -0.489
H 6.490 -0.018 0.972
H 5.945 -2.101 2.129
H 3.722 -3.155 1.875
H 1.264 -2.761 0.566
H 0.238 -1.111 -1.008
H 2.973 1.495 -2.125
H 1.328 0.955 -2.585
H -1.428 0.726 -0.702
H -3.967 1.070 1.936
H -5.685 -0.665 2.311
H -5.722 -2.685 0.887
H -4.067 -2.976 -0.882
H -1.314 -2.085 -3.065
H -3.076 -2.287 -2.908
H -1.970 -3.224 -1.864

Output
ΔE to the lowest compared entry with this formula, charge and spin = 14.8 kcal per mole
SMILES = COc1ccccc1NC(=O)COC(=O)Cc1c[nH]c2ccccc12
gap between HOMO and LUMO = 8.4961 eV
E = -1145.337246 Ha
HOMO = -8.05 eV



The following is a DFT calculation (ωB97M-V/def2-TZVPD) of an isolated molecule of C19H18N2O4S.

Geometry (Å):
C 1.635 5.864 -5.169
C 2.758 4.944 -4.700
O 2.453 3.576 -4.879
C 1.595 2.953 -4.026
C 1.040 3.509 -2.878
C 0.195 2.755 -2.083
C -0.116 1.441 -2.408
C 0.440 0.881 -3.556
C 1.282 1.630 -4.347
H 1.721 1.206 -5.236
H 0.211 -0.138 -3.818
N -0.994 0.747 -1.561
C -1.369 -0.550 -1.620
O -1.028 -1.349 -2.463
C -2.326 -0.974 -0.495
H -3.214 -1.403 -0.962
H -2.624 -0.142 0.142
C -1.628 -2.061 0.322
C -0.553 -1.463 1.208
O 0.271 -0.676 0.820
N -0.655 -1.917 2.501
C -1.730 -2.722 2.842
O -1.965 -3.155 3.929
S -2.741 -2.999 1.415
C 0.294 -1.544 3.504
C 0.599 -0.205 3.698
C 1.527 0.144 4.663
C 2.135 -0.832 5.433
C 1.819 -2.166 5.236
C 0.902 -2.530 4.267
H 0.652 -3.567 4.108
H 2.291 -2.930 5.835
H 2.855 -0.554 6.188
H 1.770 1.185 4.815
H 0.121 0.552 3.097
H -1.168 -2.767 -0.378
H -1.283 1.280 -0.753
H -0.225 3.202 -1.193
H 1.255 4.524 -2.583
H 3.648 5.104 -5.316
H 3.023 5.149 -3.656
H 1.412 5.669 -6.215
H 0.729 5.698 -4.590
H 1.940 6.901 -5.060

Output
ΔE to the lowest compared entry with this formula, charge and spin = 27.2 kcal per mole
SMILES = CCOc1ccc(NC(=O)C[C@@H]2SC(=O)N(c3ccccc3)C2=O)cc1
gap between HOMO and LUMO = 8.4650 eV
E = -1543.544188 Ha
HOMO = -7.97 eV



The following is a DFT calculation (ωB97M-V/def2-TZVPD) of C19H18N3Pd as an isolated structure.

Geometry (Å):
Pd 0.007 1.474 -1.623
N 1.434 0.082 -2.381
C 1.403 -1.368 -2.158
C 2.538 -2.056 -2.566
C 2.626 -3.429 -2.429
C 1.551 -4.117 -1.890
C 0.422 -3.431 -1.488
C 0.312 -2.039 -1.589
C -0.946 -1.362 -1.169
C -2.004 -2.044 -0.541
C -3.198 -1.413 -0.215
C -3.415 -0.079 -0.551
C -2.388 0.590 -1.189
C -1.174 -0.021 -1.400
H 1.535 0.250 -3.379
H 2.282 0.443 -1.951
H 3.363 -1.504 -3.000
H 3.517 -3.951 -2.749
H 1.587 -5.194 -1.791
H -0.409 -3.999 -1.099
H -1.891 -3.084 -0.274
H -3.968 -1.975 0.296
H -4.352 0.413 -0.332
H -2.519 1.641 -1.466
C 0.019 1.651 5.133
C 0.043 1.640 3.634
C -0.101 2.803 2.887
C -0.075 2.736 1.506
N 0.081 1.596 0.830
C 0.218 0.476 1.544
C 0.210 0.453 2.924
H -0.087 2.661 5.523
H 0.937 1.220 5.534
H -0.812 1.050 5.505
H -0.234 3.760 3.374
H -0.183 3.638 0.915
H 0.334 -0.444 0.982
H 0.331 -0.489 3.443
N 1.016 4.522 -2.276
C 0.772 3.418 -2.050
H 1.217 5.482 -2.477

Output
ΔE to the lowest compared entry with this formula, charge and spin = 19.4 kcal per mole
total charge = +1
gap between HOMO and LUMO = 7.8352 eV
E = -1026.717409 Ha
HOMO = -11.22 eV